No. 1
{
  "formula": "C9H9Cl3N2O3S2",
  "method": "wB97M-V/def2-TZVPD",
  "elements": ["C", "C", "O", "N", "S", "C", "Cl", "Cl", "Cl", "S", "O", "O", "C", "C", "C", "C", "N", "C", "C", "H", "H", "H", "H", "H", "H", "H", "H", "H"],
  "coordinates": [[0.1429, -3.3017, 0.4743], [-0.6417, -2.0103, 0.3601], [-1.1037, -1.5942, 1.4113], [-0.7685, -1.3908, -0.8515], [0.0854, -1.8481, -2.2249], [-1.1117, -2.7232, -3.3060], [-2.2988, -3.6622, -2.3082], [-2.0063, -1.6372, -4.4227], [-0.0819, -3.8448, -4.2781], [-1.4431, 0.2085, -0.8646], [-2.7705, 0.2445, -0.2513], [-1.4322, 0.7332, -2.2318], [-0.2780, 1.1782, 0.1428], [-0.5685, 1.4186, 1.4883], [0.2371, 2.2670, 2.2568], [1.3673, 2.8321, 1.7082], [2.1511, 3.6544, 2.4540], [1.7202, 2.5086, 0.4037], [0.9416, 1.6746, -0.4090], [1.1904, -3.1500, 0.1465], [-0.3370, -4.0160, -0.2016], [0.1012, -3.6921, 1.4824], [-1.4821, 0.9745, 1.9265], [-0.0151, 2.5126, 3.2674], [2.7902, 4.2612, 1.9384], [1.7540, 3.9830, 3.3454], [2.6247, 2.9616, -0.0203], [1.2332, 1.4579, -1.4361]],
  "mulliken_charge": [-1.157, 0.724, -0.518, 0.051, 0.033, 0.249, -0.115, -0.077, -0.123, 1.342, -0.663, -0.644, -0.169, -0.144, -0.827, 1.164, -0.521, -0.725, -0.521, 0.301, 0.276, 0.315, 0.379, 0.277, 0.222, 0.220, 0.220, 0.432],
  "multiplicity": 1,
  "smiles": "CC(=O)N(SC(Cl)(Cl)Cl)S(=O)(=O)c1ccc(N)cc1",
  "homo_ev": -8.7,
  "lumo_energy_ev": 0.1510
}

=====

No. 2
{
  "formula": "C9H9ClN2Se",
  "method": "wB97M-V/def2-TZVPD",
  "elements": ["Cl", "C", "C", "C", "C", "C", "N", "N", "C", "C", "Se", "C", "C", "H", "H", "H", "H", "H", "H", "H", "H", "H"],
  "coordinates": [[0.4772, -5.8067, -1.7434], [0.2318, -4.1665, -1.2027], [1.1188, -3.2015, -1.6560], [0.9845, -1.8626, -1.2863], [-0.1083, -1.3717, -0.5145], [-0.1676, 0.0572, -0.1231], [0.6185, 0.8003, -1.1083], [0.7510, 2.0101, -0.9936], [0.1593, 2.7106, 0.1396], [0.7435, 2.2847, 1.4828], [0.2810, 0.3586, 1.7779], [-1.0596, -2.3659, -0.2084], [-0.7638, -3.7364, -0.3300], [2.0583, -3.3276, -2.1509], [1.6470, -1.0898, -1.6056], [-1.2981, 0.5074, -0.3324], [-0.9855, 2.4372, 0.0323], [0.1923, 3.7211, -0.2177], [1.7748, 2.3825, 1.5421], [0.4211, 2.9556, 2.3319], [-1.8529, -2.3216, 0.4975], [-1.4619, -4.5037, -0.2064]],
  "mulliken_charge": [-0.201, 0.463, -0.595, -0.388, 0.043, 0.082, 0.236, -0.726, -0.518, -0.622, 0.048, -0.415, -0.684, 0.345, 0.478, 0.357, 0.277, 0.331, 0.402, 0.370, 0.353, 0.364],
  "multiplicity": 1,
  "smiles": "Clc1ccc([C@@H]2N=NCC[Se]2)cc1",
  "homo_ev": -8.7,
  "lumo_energy_ev": 0.3907
}

=====

No. 3
{
  "formula": "C9H9ClNP",
  "method": "wB97M-V/def2-TZVPD",
  "elements": ["C", "P", "Cl", "N", "C", "C", "C", "C", "C", "C", "C", "C", "H", "H", "H", "H", "H", "H", "H", "H", "H"],
  "coordinates": [[3.0387, -0.0077, 1.7739], [2.3099, 0.7528, 0.2099], [3.4974, -0.0203, -1.1790], [0.8725, -0.1451, -0.0565], [0.7434, -1.5265, -0.3903], [-0.5024, -1.8849, -0.6818], [-1.2604, -0.7131, -0.6207], [-2.6008, -0.4810, -0.7558], [-3.0837, 0.7840, -0.6613], [-2.2003, 1.8496, -0.3585], [-0.8204, 1.6848, -0.1270], [-0.3714, 0.3735, -0.2703], [2.2102, -0.5586, 2.3633], [3.6311, 0.6750, 2.3157], [3.7970, -0.7536, 1.5312], [1.6245, -2.2274, -0.6135], [-0.7106, -2.9726, -0.6711], [-3.3341, -1.2125, -0.7684], [-4.0467, 0.9894, -0.9091], [-2.5656, 2.8788, -0.2813], [-0.2284, 2.5153, 0.1506]],
  "mulliken_charge": [-1.000, 0.149, -0.247, 0.307, -0.199, -0.798, 0.834, -0.572, -0.768, -0.357, -0.998, 0.372, 0.268, 0.396, 0.335, 0.284, 0.329, 0.442, 0.487, 0.320, 0.418],
  "multiplicity": 1,
  "smiles": "CP(Cl)n1ccc2ccccc21",
  "homo_ev": -8.2,
  "lumo_energy_ev": 0.8744
}

=====

No. 4
{
  "formula": "C9H9F3O9",
  "method": "wB97M-V/def2-TZVPD",
  "elements": ["O", "C", "O", "C", "C", "F", "O", "H", "H", "H", "O", "C", "O", "C", "C", "F", "O", "H", "H", "H", "O", "C", "O", "C", "C", "F", "O", "H", "H", "H"],
  "coordinates": [[6.9477, 0.7384, 1.7499], [5.9990, 0.5198, 1.0835], [5.9432, -0.3838, 0.1085], [4.8527, -0.0037, -0.7286], [3.9064, 0.6335, 0.2989], [3.0532, -0.2266, 0.9324], [4.7921, 1.1509, 1.2528], [5.1314, 0.7626, -1.4506], [4.3708, -0.8223, -1.2546], [3.2653, 1.3399, -0.2345], [0.3937, 1.5213, -3.6115], [0.0900, 1.3810, -2.4820], [0.6159, 0.4817, -1.6377], [0.0789, 0.6410, -0.3275], [-1.0337, 1.6869, -0.4988], [-0.7684, 2.7677, 0.2986], [-0.8921, 2.0918, -1.8530], [-0.2215, -0.3485, 0.0158], [0.9003, 1.0229, 0.2809], [-2.0418, 1.2965, -0.3702], [-1.9854, -2.1694, 0.3113], [-3.1086, -1.9117, 0.5863], [-4.0839, -2.8356, 0.6871], [-5.3380, -2.1475, 0.6150], [-4.9472, -0.8274, 1.2148], [-4.8994, -0.9382, 2.5897], [-3.6525, -0.6563, 0.7179], [-5.6254, -2.1087, -0.4393], [-6.1375, -2.6718, 1.1336], [-5.6052, 0.0155, 1.0115]],
  "mulliken_charge": [-0.489, 0.548, -0.314, -0.480, 0.525, -0.303, -0.355, 0.322, 0.339, 0.207, -0.506, 0.663, -0.373, -0.062, 0.546, -0.302, -0.353, 0.170, 0.061, 0.170, -0.476, 0.587, -0.341, -0.472, 0.275, -0.284, -0.225, 0.289, 0.306, 0.327],
  "multiplicity": 1,
  "smiles": "O=C1OC[C@@H](F)O1.O=C1OC[C@@H](F)O1.O=C1OC[C@@H](F)O1",
  "homo_ev": -11.4,
  "lumo_energy_ev": 0.2628
}

=====

No. 5
{
  "formula": "C9H9F9N3O9S3Zn2",
  "method": "wB97M-V/def2-TZVPD",
  "elements": ["Zn", "Zn", "C", "F", "F", "F", "S", "O", "O", "O", "C", "F", "F", "F", "S", "O", "O", "O", "C", "F", "F", "F", "S", "O", "O", "O", "C", "C", "N", "H", "H", "H", "C", "C", "N", "H", "H", "H", "C", "C", "N", "H", "H", "H"],
  "coordinates": [[-1.7242, 2.1014, -1.8693], [0.6332, 0.9138, 2.3151], [-3.3947, 1.3323, 2.0685], [-4.6004, 1.5790, 1.5782], [-3.4059, 1.4631, 3.3837], [-3.0315, 0.0735, 1.7621], [-2.1358, 2.5027, 1.3989], [-2.0230, 2.0301, -0.0081], [-2.6149, 3.8091, 1.5786], [-0.8995, 2.1665, 2.0790], [-0.1525, -1.8826, -0.8440], [0.6688, -2.5424, -0.0377], [-0.1919, -2.4547, -2.0377], [-1.3825, -1.8972, -0.3202], [0.4568, -0.1442, -0.9681], [-0.5243, 0.5401, -1.8320], [0.3397, 0.3328, 0.4030], [1.7784, -0.1855, -1.4588], [4.3809, 1.9675, 1.0361], [4.3004, 2.5359, -0.1763], [4.0201, 0.6662, 0.9058], [5.6161, 2.0102, 1.4650], [3.2120, 2.8002, 2.1913], [3.3241, 4.1804, 1.8814], [1.9242, 2.1854, 1.7507], [3.5787, 2.3813, 3.5054], [-1.2088, -3.1321, 3.2614], [-0.6501, -1.7834, 3.1856], [-0.2062, -0.7394, 3.1348], [-2.0036, -3.2287, 2.5279], [-1.5758, -3.2768, 4.2764], [-0.3933, -3.8257, 3.0584], [-4.9681, -0.0227, -4.2791], [-4.0185, 0.6060, -3.4012], [-3.2954, 1.0909, -2.6655], [-5.5289, -0.8007, -3.7539], [-4.5007, -0.4765, -5.1493], [-5.7284, 0.6979, -4.5889], [3.9407, -1.9406, -2.4829], [5.0341, -2.8857, -2.7082], [5.8745, -3.6391, -2.8988], [3.0264, -2.5113, -2.3610], [3.9006, -1.2432, -3.3157], [4.1490, -1.3542, -1.5906]],
  "mulliken_charge": [0.757, 0.245, 0.570, -0.204, -0.210, -0.183, 0.795, -0.280, -0.502, -0.255, 0.547, -0.202, -0.203, -0.236, 0.581, -0.408, 0.071, -0.352, 0.654, -0.217, -0.232, -0.207, 1.079, -0.618, -0.492, -0.662, -0.966, 0.749, -0.174, 0.298, 0.372, 0.323, -0.891, 0.762, -0.245, 0.307, 0.308, 0.322, -0.230, 0.084, -0.349, 0.112, 0.298, 0.082],
  "charge": 1,
  "multiplicity": 1,
  "homo_ev": -12.5,
  "lumo_energy_ev": -5.8565
}

=====

No. 6
{
  "formula": "C9H9FO2S",
  "method": "wB97M-V/def2-TZVPD",
  "elements": ["C", "C", "C", "C", "C", "C", "C", "C", "C", "O", "O", "F", "S", "H", "H", "H", "H", "H", "H", "H", "H", "H"],
  "coordinates": [[1.0944, -2.6167, 0.3661], [2.0670, -1.7565, -0.1269], [-0.2765, -2.1624, 0.4504], [1.6661, -0.5640, -1.0054], [-0.6140, -0.8688, 0.0629], [0.3673, 0.0428, -0.5153], [-1.2257, 2.1521, 1.0990], [-0.9644, 2.2134, -0.2481], [0.1356, 1.3550, -0.7393], [2.7389, 0.3699, -1.1034], [2.6864, 1.0758, 1.4553], [4.4928, -0.0392, 0.2535], [3.2784, 1.1597, 0.2003], [1.4719, -3.5648, 0.7502], [3.1188, -1.8386, -0.1808], [-1.0384, -2.8237, 0.8014], [1.6017, -1.0032, -2.0119], [-1.5390, -0.6246, 0.3777], [-1.8842, 2.8458, 1.4997], [-0.5858, 1.5566, 1.6927], [-1.5791, 2.8076, -0.9669], [0.8615, 1.8250, -1.3964]],
  "mulliken_charge": [-0.647, -0.446, -0.306, 0.072, -0.970, 0.519, -0.910, -0.365, -0.270, -0.289, -0.360, -0.334, 0.628, 0.365, 0.460, 0.439, 0.412, 0.570, 0.334, 0.299, 0.312, 0.487],
  "multiplicity": 1,
  "homo_ev": -8.0,
  "lumo_energy_ev": -0.3142
}

=====

No. 7
{
  "formula": "C9H9I2NNdO4SSeTi",
  "method": "wB97M-V/def2-TZVPD",
  "elements": ["I", "I", "Nd", "Ti", "S", "C", "C", "C", "C", "C", "C", "C", "C", "O", "O", "O", "O", "H", "H", "H", "H", "H", "H", "H", "H", "H", "Se", "C", "N"],
  "coordinates": [[-0.8915, 4.5797, -0.9131], [-2.8559, 2.8237, -1.4444], [-2.1784, -1.4729, 1.0299], [-0.6260, 1.6687, 0.5737], [-0.7124, -0.0418, -0.9774], [1.1846, 1.0836, 1.3983], [-0.2532, 3.2545, 2.0881], [1.0080, -0.6348, -1.7501], [0.5916, -1.3641, -3.0326], [1.6870, -1.5557, -0.7364], [1.7998, 0.6310, -2.0272], [-2.1947, -2.4934, 3.3463], [-0.2436, -1.2480, 2.5086], [0.1272, 4.0832, 2.8143], [2.2427, 0.8656, 1.8516], [-2.1239, -2.8642, 4.4385], [0.6027, -1.3068, 3.3064], [1.4703, -1.6851, -3.5987], [-0.0056, -0.6980, -3.6590], [0.0064, -2.2559, -2.7925], [2.6258, -1.9400, -1.1726], [1.0523, -2.4096, -0.5010], [1.9355, -1.0269, 0.1917], [2.7157, 0.3933, -2.5865], [2.0902, 1.1471, -1.1112], [1.2081, 1.3254, -2.6281], [-4.7721, -0.4218, 1.9752], [-3.3135, 0.5732, 1.8147], [-2.1769, 0.9900, 1.5936]],
  "mulliken_charge": [0.199, 0.192, 1.471, 0.577, -0.154, 0.484, 0.419, 1.067, -1.462, -1.067, -1.329, 0.182, 0.058, -0.014, -0.051, 0.016, 0.044, 0.471, 0.435, 0.383, 0.448, 0.330, 0.151, 0.439, 0.299, 0.410, 0.185, 0.351, -0.535],
  "charge": 4,
  "multiplicity": 5,
  "s_squared": 6.019,
  "homo_ev": [-21.8, -21.8],
  "lumo_energy_ev": [-16.3130, -16.1440]
}

=====

No. 8
{
  "formula": "C9H9N3",
  "method": "wB97M-V/def2-TZVPD",
  "elements": ["C", "C", "C", "C", "C", "C", "C", "C", "C", "N", "N", "N", "H", "H", "H", "H", "H", "H", "H", "H", "H"],
  "coordinates": [[2.9173, -0.5854, -0.2784], [-3.1226, 0.1261, -0.2569], [-2.2028, -0.7578, 0.2392], [-2.4771, 1.1929, -0.7825], [-0.9015, -0.2196, -0.0126], [1.8614, 1.5651, 0.4710], [1.8350, 0.2084, 0.0885], [0.2507, -0.8453, 0.2293], [0.5828, -2.2185, 0.3650], [3.7491, -1.2890, -0.7145], [2.9720, 2.1651, 0.6567], [-1.1472, 0.9768, -0.6345], [-4.1605, 0.2177, -0.0016], [-2.4369, -1.6815, 0.6848], [-2.7936, 2.0297, -1.3141], [0.8984, 2.0829, 0.2579], [1.5265, -2.5770, -0.2330], [-0.3144, -2.8193, 0.0737], [0.7609, -2.3300, 1.3979], [2.7713, 3.1477, 0.8183], [-0.5687, 1.6109, -1.0541]],
  "mulliken_charge": [0.075, -0.750, -0.697, -0.278, 0.280, 0.094, 0.060, 0.645, -1.314, -0.495, -0.624, -0.034, 0.375, 0.467, 0.453, 0.248, 0.366, 0.358, 0.330, 0.242, 0.201],
  "multiplicity": 1,
  "homo_ev": [-7.1, -8.5],
  "lumo_energy_ev": [-1.6311, -0.7383]
}

=====

No. 9
{
  "formula": "C9H9N3",
  "method": "wB97M-V/def2-TZVPD",
  "elements": ["C", "C", "C", "C", "C", "C", "C", "C", "C", "N", "N", "N", "H", "H", "H", "H", "H", "H", "H", "H", "H"],
  "coordinates": [[1.2005, 0.7962, 2.0540], [-1.9954, -0.9371, 1.1743], [-1.6004, -0.6160, -0.0293], [-1.0492, -0.4058, 2.1695], [0.1450, 1.7344, -1.4889], [0.9909, 0.7044, -1.8364], [0.1276, 0.0709, 1.5378], [-0.2619, 0.1242, 0.0180], [1.3740, -1.5101, -0.9002], [2.0644, 1.5094, 2.3330], [-0.5270, 1.4631, -0.4355], [0.7697, -0.2900, -0.9649], [-3.0196, -1.2761, 1.4080], [-2.0153, -0.7185, -1.0664], [-1.2605, -0.2580, 3.1919], [-0.0007, 2.6400, -2.0469], [1.5454, 0.5104, -2.7127], [1.9673, -1.6846, -1.8140], [2.1424, -1.6359, -0.1161], [0.5829, -2.2274, -0.5088], [-1.1801, 2.0066, 0.0337]],
  "mulliken_charge": [-0.017, -0.366, -0.834, -0.332, -0.347, 0.197, -0.232, 0.598, -0.550, -0.306, 0.217, 0.294, 0.476, 0.448, 0.562, 0.459, 0.491, 0.352, 0.348, 0.331, 0.210],
  "charge": 2,
  "multiplicity": 1,
  "homo_ev": -17.6,
  "lumo_energy_ev": -11.7045
}

=====

No. 10
{
  "formula": "C9H9N3O2",
  "method": "wB97M-V/def2-TZVPD",
  "elements": ["C", "C", "C", "C", "C", "C", "C", "C", "C", "N", "N", "N", "O", "O", "H", "H", "H", "H", "H", "H", "H", "H", "H"],
  "coordinates": [[-3.0682, 0.6707, 0.8744], [-2.9669, -0.5950, 0.3936], [-2.0787, 1.5949, 0.5572], [-1.9149, -0.9978, -0.3148], [-0.9558, 1.2023, -0.1721], [3.1172, -1.6192, 0.6980], [-0.8691, -0.0947, -0.5763], [2.5271, -0.6318, -0.0021], [0.3584, -0.5429, -1.3520], [2.2749, -2.6575, 0.5993], [1.2332, -2.3556, -0.0795], [1.3690, -1.1115, -0.4867], [2.1535, 2.5540, 0.2237], [2.8893, 1.7298, -0.5444], [-3.8246, 1.1677, 1.5560], [-3.8604, -1.2666, 0.5513], [-2.0066, 2.5400, 1.0102], [-1.8232, -2.0126, -0.7099], [-0.2146, 1.9904, -0.4464], [4.1097, -1.7751, 1.2481], [0.0291, -1.3318, -2.0965], [0.7770, 0.3298, -1.7670], [2.7444, 3.2123, 0.8358]],
  "mulliken_charge": [-0.419, -0.387, -0.548, -0.389, -0.392, -0.456, 0.838, 0.366, -1.180, -0.530, -0.443, 0.798, -0.202, -0.194, 0.271, 0.272, 0.402, 0.376, 0.201, 0.349, 0.377, 0.543, 0.347],
  "multiplicity": 1,
  "homo_ev": [-9.4, -9.4],
  "lumo_energy_ev": [-1.0545, -1.2884]
}

=====

> What is the formula in the second record?

C9H9ClN2Se

=====

What did the sixth record say?
{
  "formula": "C9H9FO2S",
  "method": "wB97M-V/def2-TZVPD",
  "elements": ["C", "C", "C", "C", "C", "C", "C", "C", "C", "O", "O", "F", "S", "H", "H", "H", "H", "H", "H", "H", "H", "H"],
  "coordinates": [[1.0944, -2.6167, 0.3661], [2.0670, -1.7565, -0.1269], [-0.2765, -2.1624, 0.4504], [1.6661, -0.5640, -1.0054], [-0.6140, -0.8688, 0.0629], [0.3673, 0.0428, -0.5153], [-1.2257, 2.1521, 1.0990], [-0.9644, 2.2134, -0.2481], [0.1356, 1.3550, -0.7393], [2.7389, 0.3699, -1.1034], [2.6864, 1.0758, 1.4553], [4.4928, -0.0392, 0.2535], [3.2784, 1.1597, 0.2003], [1.4719, -3.5648, 0.7502], [3.1188, -1.8386, -0.1808], [-1.0384, -2.8237, 0.8014], [1.6017, -1.0032, -2.0119], [-1.5390, -0.6246, 0.3777], [-1.8842, 2.8458, 1.4997], [-0.5858, 1.5566, 1.6927], [-1.5791, 2.8076, -0.9669], [0.8615, 1.8250, -1.3964]],
  "mulliken_charge": [-0.647, -0.446, -0.306, 0.072, -0.970, 0.519, -0.910, -0.365, -0.270, -0.289, -0.360, -0.334, 0.628, 0.365, 0.460, 0.439, 0.412, 0.570, 0.334, 0.299, 0.312, 0.487],
  "multiplicity": 1,
  "homo_ev": -8.0,
  "lumo_energy_ev": -0.3142
}

=====

> Which of these has the highest multiplicity?

C9H9I2NNdO4SSeTi